DFT (the ωB97M-V functional and the def2-TZVPD basis) results for a molecular structure, C60H42BrF4N6P2Zr.

The relative energy (zero: lowest compared OMol25 entry of this formula, charge and spin) is 0.0 kcal/mol. For the LUMO energy, the calculation gives -0.3201 hartree. The calculation puts the HOMO energy at -13.997 eV.

Structure (ORCA input):
```
! RIJCOSX wB97M-V def2-TZVPD def2/J DEFGRID3
* xyz 3 1
Zr -1.027 0.501 -1.050
F -0.415 3.160 -7.595
C -0.328 2.241 -6.666
C -0.592 0.912 -6.958
F -0.935 0.554 -8.172
C -0.502 -0.046 -5.946
F -0.767 -1.308 -6.256
C -0.172 0.286 -4.645
P -0.098 -0.868 -3.241
C -1.297 -2.217 -3.246
C -2.221 -2.227 -2.197
C -3.139 -3.251 -2.038
C -3.134 -4.300 -2.950
C -2.216 -4.320 -3.990
C -1.296 -3.293 -4.138
C 1.552 -1.597 -3.287
C 1.781 -2.884 -2.802
C 3.076 -3.373 -2.724
C 4.147 -2.586 -3.121
C 3.923 -1.311 -3.625
C 2.633 -0.817 -3.710
C 0.104 1.632 -4.388
Br 0.655 2.239 -2.654
C 0.033 2.604 -5.364
F 0.297 3.869 -5.090
H -2.314 -1.396 -1.468
H -3.857 -3.229 -1.230
H -3.848 -5.105 -2.849
H -2.217 -5.141 -4.693
H -0.576 -3.328 -4.944
H 0.957 -3.512 -2.488
H 3.248 -4.376 -2.358
H 5.155 -2.970 -3.052
H 4.753 -0.707 -3.963
H 2.477 0.170 -4.128
C -4.952 1.459 2.605
C -4.044 2.487 2.843
C -3.240 2.957 1.823
C -3.345 2.409 0.539
C -4.267 1.389 0.299
C -5.065 0.916 1.336
P -2.136 2.930 -0.707
C -1.787 4.672 -0.532
C -2.854 5.561 -0.364
C -2.602 6.919 -0.271
C -1.297 7.389 -0.340
C -0.236 6.508 -0.498
C -0.479 5.148 -0.594
C -2.787 2.411 -2.306
C -3.423 3.242 -3.230
C -3.973 2.678 -4.366
C -3.901 1.300 -4.563
C -3.240 0.487 -3.659
C -2.617 1.021 -2.522
H -5.586 1.105 3.407
H -3.976 2.929 3.828
H -2.544 3.764 2.018
H -4.400 0.987 -0.697
H -5.794 0.143 1.135
H -3.872 5.196 -0.294
H -3.422 7.612 -0.140
H -1.106 8.451 -0.263
H 0.778 6.881 -0.540
H 0.353 4.463 -0.711
H -3.503 4.306 -3.045
H -4.485 3.299 -5.088
H -4.373 0.865 -5.434
H -3.201 -0.577 -3.858
N 3.786 -4.744 1.408
C 5.103 -5.122 1.560
C 5.692 -6.289 2.042
C 7.068 -6.317 2.039
C 7.843 -5.232 1.577
C 7.260 -4.081 1.104
C 5.861 -4.029 1.098
N 5.022 -3.021 0.686
C 3.809 -3.473 0.894
C 2.640 -2.692 0.543
C 1.329 -3.175 0.582
C 0.299 -2.379 0.129
N 0.489 -1.137 -0.338
C 1.752 -0.651 -0.331
C 2.834 -1.375 0.091
H 2.986 -5.289 1.674
H 5.111 -7.127 2.400
H 7.577 -7.200 2.401
H 8.920 -5.316 1.603
H 7.846 -3.244 0.756
H 1.092 -4.172 0.925
H -0.716 -2.760 0.115
H 1.902 0.356 -0.714
H 3.831 -0.961 0.057
N -0.726 0.236 6.411
C -0.159 0.709 7.574
C -0.352 0.372 8.912
C 0.404 1.072 9.826
C 1.321 2.072 9.436
C 1.509 2.403 8.118
C 0.751 1.705 7.169
N 0.729 1.829 5.803
C -0.152 0.949 5.388
C -0.449 0.789 3.982
C -1.375 -0.126 3.463
C -1.582 -0.181 2.102
N -0.936 0.611 1.233
C -0.048 1.499 1.731
C 0.226 1.615 3.067
H -1.434 -0.473 6.353
H -1.050 -0.393 9.221
H 0.295 0.852 10.879
H 1.883 2.585 10.204
H 2.210 3.166 7.813
H -1.943 -0.793 4.095
H -2.310 -0.874 1.691
H 0.449 2.156 1.019
H 0.941 2.340 3.428
*
```